{
  "formula": "C45H42Br6N8O6",
  "method": "the ωB97M-V functional and the def2-TZVPD basis",
  "elements": ["C", "C", "H", "C", "H", "O", "H", "H", "H", "H", "C", "C", "H", "N", "H", "C", "C", "H", "H", "Br", "O", "H", "Br", "C", "N", "C", "C", "C", "H", "H", "C", "H", "H", "C", "H", "C", "C", "H", "O", "C", "C", "Br", "C", "H", "C", "C", "O", "O", "H", "H", "H", "C", "C", "H", "N", "C", "C", "C", "H", "H", "C", "H", "H", "H", "C", "H", "C", "C", "H", "H", "C", "H", "N", "Br", "C", "H", "Br", "H", "H", "C", "C", "N", "N", "H", "C", "C", "H", "C", "H", "H", "C", "H", "C", "H", "C", "C", "C", "N", "H", "C", "C", "C", "Br", "N", "H", "O", "C"],
  "coordinates": [[-5.9136, -0.6121, -2.3432], [-3.6842, 0.4285, -2.3963], [-3.8952, 7.3626, 4.7374], [-4.5589, -0.6362, -2.7230], [-0.5606, 1.8477, -5.1541], [-2.9019, 4.1278, 0.1873], [5.2261, -0.8839, 4.6619], [4.2767, -1.3007, 0.5376], [6.5332, -2.0222, 0.1206], [0.0309, -5.0043, 0.7844], [-1.3151, -0.6576, 0.1336], [-3.9874, 7.9342, 1.4724], [-3.3900, 6.5455, -0.0261], [0.7019, 1.3641, 0.1817], [-7.4227, 0.6334, -1.3755], [-3.8877, -3.9231, 1.1065], [-4.2976, 1.5374, -1.8033], [0.7402, -0.6321, -5.1330], [2.0838, 1.9988, 3.9124], [-4.6858, -2.1175, 0.7763], [4.6449, 0.5139, 6.4646], [-4.1683, -1.4198, -3.3553], [3.6581, -0.2124, -2.2870], [1.0272, 0.0871, 0.1326], [-2.0133, -4.5985, -3.0535], [5.5582, -1.2166, 3.6897], [-0.5649, -1.1528, -3.5291], [2.5807, 0.4039, 5.3010], [1.0212, -2.7711, -6.0522], [-3.5199, -4.2481, 0.1333], [2.1921, -0.8910, 5.6723], [0.2558, 0.8774, 2.8909], [-3.1244, 5.1923, 3.9936], [4.9683, -1.4455, 1.3544], [0.8486, -2.4645, 5.4301], [-1.6110, 0.6337, 0.3111], [-1.3298, -2.2022, -3.0123], [-2.6868, 0.4399, -2.8103], [-2.5537, 3.3827, 2.1625], [2.1245, -4.6246, 1.0558], [-3.2674, 5.6537, 1.8583], [-5.2563, -5.1770, 1.8395], [-0.5002, -3.6795, -4.7039], [-2.0307, -1.4626, 0.0555], [-3.8475, 7.1627, 3.6771], [1.0228, -4.4895, -1.0862], [-2.3223, -5.4911, -3.7740], [3.8538, 2.3310, 5.7156], [-4.1157, 8.7452, 0.7708], [-4.3613, 9.1387, 3.2219], [2.0594, -0.1885, -0.0259], [1.0910, -1.4689, 5.0889], [-3.5394, 6.7188, 1.0294], [7.5138, -1.2361, 4.1964], [3.3906, -3.9155, -0.9710], [-4.1766, 8.1573, 2.8106], [2.2468, -4.0463, -1.6435], [1.8282, 1.0226, 4.2973], [2.6479, -1.2977, 6.5629], [-0.4052, -1.3463, 3.5270], [4.7045, -1.5792, -3.1361], [3.6047, -0.9630, 2.9249], [3.0156, 2.8108, -3.4613], [0.1303, -4.6091, -1.6825], [0.9606, -4.7125, 0.3188], [4.7267, -2.4089, -2.4296], [-3.3425, 5.9390, 3.2444], [1.9574, 3.0254, -3.4840], [-6.6599, -1.3494, -2.5997], [2.1697, -4.9303, 2.0906], [6.2732, -1.9169, 1.1635], [-0.7297, 4.1575, -1.6604], [-2.8725, 4.3191, 1.3922], [-2.3129, -3.9238, 2.2856], [6.8417, -1.5748, 3.4219], [0.3928, -1.9600, -0.1199], [6.5478, -1.0572, -3.5144], [-1.8673, 3.1188, -3.2917], [4.2275, -4.2130, 0.9350], [0.8672, 0.3493, 3.6076], [1.3364, 3.7321, -2.4302], [-5.6367, 1.6126, -1.4160], [3.7752, 1.1075, 5.8305], [-1.8471, -2.0600, -2.0750], [0.2973, -2.6877, -5.2550], [4.6338, -1.1521, 2.6571], [-0.4540, -4.6879, -5.0877], [0.0775, -0.9476, 0.0851], [2.2501, -3.8172, -2.6989], [1.9175, 4.1214, -1.6073], [0.4593, -0.8879, 3.9841], [-0.4851, -0.1973, -3.0320], [-6.4064, 0.5324, -1.7269], [-0.8048, 2.7022, 0.2912], [-0.0606, 2.3743, -4.3546], [-1.3363, -3.4379, -3.6221], [-0.0847, 3.7823, -2.4411], [1.2766, 2.3055, -4.4095], [-3.8339, 2.5111, -1.7455], [3.3263, -4.3060, 0.3472], [-0.7964, 3.1103, -3.4313], [-0.6063, 1.6434, 0.2144], [3.7473, -2.3035, -4.7261], [7.2024, -1.9834, 2.1238], [-2.6285, 0.9620, 0.4634], [-2.3480, -4.5324, -1.8615], [0.1624, -1.4226, -4.6773]],
  "atomic_forces_ev_per_a": [[0.4, 0.8, -0.4], [-2.3, -0.1, -0.4], [0.0, -0.2, 0.1], [-0.1, 0.5, 0.3], [-0.2, -0.3, 0.0], [-0.1, 0.6, 0.0], [0.3, -0.1, 0.2], [0.0, -0.2, -0.1], [0.7, -0.7, 0.0], [-0.1, 0.0, 0.0], [2.8, -1.7, 0.1], [0.0, 0.7, -0.4], [-0.1, 0.1, -0.2], [-0.6, 0.7, -0.3], [-0.2, -0.2, -0.2], [-0.5, 0.2, 0.4], [-2.1, 0.2, 0.1], [0.2, 0.3, 0.2], [0.2, 0.2, 0.4], [0.6, -1.2, 0.4], [-1.1, -0.9, -0.7], [-0.1, -0.4, 0.2], [0.2, 0.1, -0.3], [-0.9, -1.8, -0.6], [-1.3, 1.6, 1.7], [-1.0, 0.2, -0.2], [-0.3, -1.3, -0.5], [-0.7, -0.2, -1.2], [-0.3, -0.6, -0.1], [-0.3, -0.2, 0.3], [0.8, 1.5, 1.2], [0.3, 0.1, -0.4], [0.2, -0.2, -0.2], [0.5, -0.1, 1.0], [-0.4, 0.0, 0.0], [-0.6, 3.3, -0.2], [0.0, 0.6, 1.0], [0.1, 0.1, 0.3], [-0.7, 2.6, -0.4], [1.5, -0.1, -1.6], [0.1, 0.9, 3.0], [0.9, 0.9, -0.7], [0.4, -0.9, -0.8], [-0.2, 0.1, 0.2], [0.7, -1.1, 0.9], [1.0, 0.4, 1.4], [0.1, -1.3, -0.9], [-0.9, -1.0, -0.8], [-0.1, -0.1, -0.2], [-0.5, 0.1, -0.2], [0.3, 0.2, 0.4], [0.2, -0.9, -0.8], [0.2, -1.2, -2.0], [1.1, -1.1, -0.3], [-0.5, -0.9, 1.9], [0.5, 0.8, 0.1], [-1.3, -0.6, 0.3], [2.0, 0.9, 0.0], [0.2, -0.4, -0.2], [0.1, -0.2, -0.1], [-0.1, -0.6, -0.3], [-0.2, 0.5, -0.1], [0.2, 0.4, -0.1], [0.2, 0.1, 0.0], [0.1, -0.1, -1.6], [0.1, 0.1, -0.2], [-0.7, -0.8, -0.5], [-1.1, -0.9, 0.8], [0.4, -0.4, -0.1], [0.0, 0.3, 0.1], [-0.1, 1.1, 0.6], [0.6, 0.6, 0.4], [0.5, -2.2, -0.1], [-0.7, 0.3, -0.5], [-0.1, 0.2, -2.7], [0.2, -0.1, 0.2], [-0.8, -0.1, 0.1], [-0.1, -0.3, -0.7], [0.3, -0.1, -0.2], [-1.5, 0.8, -0.3], [-1.2, -0.5, -1.0], [1.6, -1.5, -1.4], [0.9, 1.5, 1.6], [-0.2, -0.1, 0.0], [-1.1, 0.9, 1.2], [-1.0, -0.6, 0.0], [0.0, -0.1, -0.1], [-0.5, 0.4, -0.5], [0.2, 0.1, -0.2], [0.0, 0.2, -0.1], [-0.1, -1.2, 1.3], [-0.2, 0.1, 0.0], [1.6, 1.2, 1.2], [-0.5, -0.1, -0.1], [0.0, 0.3, -0.7], [1.4, 0.3, -0.5], [0.9, -0.7, -0.2], [-0.2, 1.0, 0.8], [0.5, -0.1, 0.4], [-1.2, 1.0, -0.2], [1.1, 0.1, 0.8], [0.4, -1.1, 1.1], [0.7, 0.5, 0.7], [-0.2, 0.8, 1.6], [-0.1, 0.1, -0.1], [0.5, 0.0, -0.6], [0.9, 0.6, -0.4]],
  "homo_energy_ev": -9.4,
  "e_tot_ha": -18073.13793
}

***

{
  "formula": "C45H42Cl3FeN9O2S2",
  "method": "the ωB97M-V functional and the def2-TZVPD basis",
  "elements": ["H", "H", "H", "H", "H", "S", "C", "H", "C", "Cl", "H", "H", "H", "C", "C", "H", "H", "H", "C", "H", "C", "Cl", "C", "H", "C", "N", "C", "H", "C", "C", "N", "H", "C", "H", "H", "H", "N", "C", "H", "N", "C", "H", "C", "H", "H", "C", "C", "H", "C", "C", "H", "H", "H", "H", "C", "C", "C", "H", "O", "C", "C", "C", "C", "C", "H", "N", "H", "H", "C", "H", "H", "C", "C", "C", "N", "C", "N", "Fe", "C", "C", "C", "H", "C", "C", "C", "C", "H", "S", "H", "H", "H", "N", "C", "C", "C", "Cl", "O", "C", "H", "H", "C", "N", "H", "C"],
  "coordinates": [[0.2237, -4.0211, 1.9487], [0.5181, 3.6245, -3.8433], [-1.7285, 4.5188, -4.4465], [-2.4303, -4.5751, -1.2549], [1.7182, 0.8458, 1.8334], [-4.0081, -1.7440, -3.0256], [-3.3165, 0.9277, 5.2267], [4.4809, 0.7849, -2.0263], [1.1495, 2.1384, -1.6954], [6.4054, 3.1123, -1.9613], [6.3897, 2.2099, 0.9766], [3.8766, 4.6995, 1.9456], [-3.5862, 4.2313, -2.8517], [1.7048, 0.1352, 1.0228], [-6.4645, -2.5770, 0.0927], [-0.7082, -5.5374, 1.8907], [1.3389, 1.2262, -2.2667], [-4.5322, -0.0747, 1.3562], [-3.3376, 1.6090, 2.9372], [4.3506, -1.6567, 1.6176], [-1.7842, 0.0352, 3.6207], [6.6267, -2.6182, 0.6974], [6.4316, -2.5314, -1.9683], [1.9445, 2.8429, -1.9380], [-0.6073, -5.7576, -1.3472], [-2.3136, 0.7862, 2.6470], [-0.2007, -4.7780, 1.2909], [4.9553, 2.4049, 2.0100], [-0.3409, 3.4544, -3.2093], [-3.8643, 1.6999, 4.2137], [2.7472, -0.6554, 0.7242], [3.9375, -0.0795, 2.3128], [-3.3993, 3.1077, -0.3543], [-0.0882, -5.0103, -1.9641], [-1.4681, 0.7868, -2.6091], [-3.6993, 0.9972, 6.2357], [-1.1845, -4.1673, 0.3931], [0.8768, -5.4508, 0.4459], [5.0747, -0.3361, -4.1534], [0.6914, -0.0689, 0.2025], [-1.5796, 3.9657, -3.5291], [7.0060, -3.4467, -1.9479], [2.3820, -1.4152, -0.3590], [-2.3086, -5.8690, -0.0401], [-7.2641, -3.2408, 0.3903], [5.3457, -0.7775, -3.2045], [4.0384, -0.6418, 1.3845], [-0.9897, -6.5473, -1.9914], [-4.9271, 3.2802, 1.9079], [-2.4007, 3.1032, -1.4541], [-5.5018, 3.3598, 2.8170], [-0.3659, -0.7896, 2.2553], [0.2251, -0.6153, 3.9183], [-6.3435, -3.3630, -1.9124], [6.0948, -1.8904, -0.7878], [-4.9243, -0.8000, 0.6575], [5.4768, 4.0769, -0.8995], [-6.1264, 4.6976, 0.8385], [4.6555, 1.3622, 0.2326], [-0.1908, 2.7093, -2.0399], [-1.7533, -5.1005, -0.5831], [1.1121, -1.0388, -0.6757], [5.3801, -0.6914, -0.7854], [-1.4131, -2.8891, 0.3741], [3.0428, -2.1357, -0.8072], [-3.2831, -0.1708, -1.0950], [1.5504, -6.0221, 1.0827], [-1.8569, -0.1812, -3.9872], [-2.2639, 0.0898, 4.9287], [0.4792, -1.3919, -1.4723], [6.0272, 0.0724, 1.0820], [5.0976, 0.0546, 0.5018], [-4.3687, -0.8968, -0.6136], [-2.9923, -0.5130, -2.3168], [-1.2167, 2.4954, -1.1995], [4.2424, 5.8925, 0.1904], [-3.1131, 2.3518, 0.6963], [-1.5976, 0.6184, 0.3346], [6.0621, -1.9641, -3.1780], [4.3085, 4.7731, 0.9577], [-5.9496, -2.6620, -1.1891], [-4.6848, 2.3649, 4.4328], [-3.8284, 2.4335, 1.8125], [5.0134, -0.1558, -2.0138], [-5.2732, 4.0345, 0.8001], [5.0279, 3.7160, 0.3400], [-0.9094, -1.9080, 3.5140], [5.0361, 5.6921, -1.3134], [1.1877, 1.9032, -0.6411], [-6.3898, -1.5937, 1.9934], [-1.8039, -0.5271, 5.6878], [-1.9317, -0.0189, -2.9984], [-0.6358, -0.8742, 3.3004], [-5.9608, -1.6486, 1.0018], [-4.9003, -1.8198, -1.5219], [6.5248, -2.7356, -4.6474], [0.3010, -6.3727, -0.4554], [5.3089, 2.3902, 0.9727], [3.7745, 6.8335, 0.4284], [-4.7480, 4.5736, -1.1964], [-4.4993, 3.9590, -0.3456], [-1.6172, -1.7485, 0.3709], [1.4531, -4.6904, -0.1007], [-2.6204, 3.8048, -2.6288]],
  "atomic_forces_ev_per_a": [[0.0, 0.0, 0.0], [0.0, 0.0, 0.0], [0.0, 0.0, 0.0], [0.0, 0.1, 0.0], [0.1, 0.0, 0.0], [0.0, 0.1, 0.1], [0.1, 0.0, 0.0], [0.0, 0.0, 0.0], [0.0, 0.2, -0.1], [0.1, 0.0, -0.1], [0.0, -0.1, 0.0], [0.0, 0.0, 0.0], [0.0, 0.0, 0.1], [-0.1, 0.1, 0.0], [-0.1, -0.1, 0.0], [0.0, 0.1, 0.0], [0.0, 0.0, 0.1], [0.0, -0.1, 0.1], [0.1, -0.2, 0.2], [-0.1, 0.0, 0.0], [0.0, 0.0, 0.1], [0.0, 0.0, 0.1], [0.1, -0.1, -0.1], [0.0, 0.1, -0.1], [-0.1, 0.0, 0.0], [0.5, -0.4, -0.3], [0.3, -0.1, 0.0], [0.0, -0.1, 0.0], [-0.1, 0.0, 0.0], [-0.1, 0.0, -0.1], [-0.2, 0.0, 0.1], [0.0, -0.1, 0.0], [-0.2, 0.2, -0.1], [0.0, 0.0, 0.0], [-0.1, 0.1, -0.2], [0.0, 0.0, 0.0], [-0.1, -0.2, 0.1], [0.0, 0.0, 0.1], [0.0, 0.0, 0.0], [-0.8, 0.0, 0.3], [0.1, 0.0, 0.0], [0.0, 0.0, 0.0], [-0.1, 0.0, -0.2], [0.0, 0.1, 0.0], [0.0, 0.0, 0.0], [0.0, 0.0, -0.1], [0.4, 0.2, -0.2], [0.0, 0.0, 0.0], [0.1, 0.0, -0.1], [0.3, 0.1, -0.3], [0.0, 0.0, 0.0], [0.1, -0.1, 0.0], [0.0, 0.0, 0.0], [0.0, 0.0, 0.0], [-0.1, 0.1, -0.2], [0.1, 0.0, -0.1], [-0.2, 0.3, 0.1], [0.0, 0.0, 0.0], [-0.1, 0.0, -0.2], [0.1, 0.0, 0.0], [0.1, -0.2, -0.3], [0.0, -0.1, 0.0], [0.2, 0.0, 0.1], [-0.1, 0.2, 0.0], [0.0, 0.0, 0.0], [0.7, 0.5, 0.2], [0.0, 0.0, 0.0], [0.0, 0.0, 0.0], [-0.1, 0.0, -0.1], [0.0, -0.1, 0.0], [0.0, 0.0, 0.0], [-0.1, -0.2, 0.3], [-0.3, -0.3, -0.1], [-0.2, -0.1, -0.1], [-0.2, -0.1, 0.1], [-0.1, 0.0, -0.1], [0.7, -0.6, -0.1], [-0.6, -0.1, 0.1], [-0.1, 0.1, 0.2], [0.0, 0.1, 0.0], [0.0, 0.0, -0.1], [0.0, 0.0, 0.0], [-0.2, 0.2, 0.0], [0.0, 0.0, 0.0], [0.0, -0.1, 0.0], [0.1, -0.2, -0.2], [0.0, 0.0, 0.0], [0.1, -0.3, 0.1], [0.1, 0.1, -0.1], [0.0, 0.0, 0.0], [0.0, 0.0, 0.0], [0.0, -0.2, 0.1], [-0.1, 0.1, 0.0], [0.0, 0.0, 0.0], [0.2, 0.1, 0.0], [0.0, 0.0, -0.1], [-0.1, 0.1, 0.0], [0.1, 0.2, 0.0], [0.0, 0.0, 0.0], [0.1, 0.0, 0.0], [0.0, 0.0, 0.0], [0.1, 0.4, 0.2], [0.0, 0.0, 0.0], [-0.1, -0.1, 0.1]],
  "homo_energy_ev": [-12.4, -12.4],
  "spin_multiplicity": 5,
  "total_charge": 2,
  "e_tot_ha": -5823.59985,
  "e_above_lowest_ev": 0.000
}